This record from the OMol25 dataset describes a cluster of 2 separate species, C9H13NO2 in total. The level of theory is the ωB97M-V functional and the def2-TZVPD basis.

CARTESIAN COORDINATES (ANGSTROEM)
C (4.508, 1.584, -0.451)
C (3.067, 2.100, -0.729)
O (2.166, 1.901, 0.046)
N (2.905, 2.766, -1.919)
H (4.396, 0.583, -0.048)
H (4.907, 2.252, 0.300)
H (1.982, 3.006, -2.242)
H (3.650, 2.917, -2.575)
H (4.967, 1.654, -1.439)
C (-1.731, -3.613, 0.209)
C (-2.205, 0.608, 0.966)
C (-2.966, -0.305, 1.709)
C (-1.444, 0.141, -0.119)
C (-2.827, -1.666, 1.384)
C (-1.151, -1.209, -0.252)
C (-1.917, -2.131, 0.460)
O (-2.247, 1.940, 1.281)
H (-2.229, 2.412, 0.445)
H (-3.739, 0.070, 2.356)
H (-0.902, 0.794, -0.796)
H (-3.547, -2.296, 1.906)
H (-0.436, -1.479, -1.037)
H (-0.867, -3.939, -0.366)
H (-2.658, -3.963, -0.265)
H (-1.685, -4.126, 1.178)

The calculation puts the total energy at -555.97727 a.u. The energy above the lowest of the compared OMol25 structures with the same formula, charge and spin comes out at 69.5 kJ/mol. For the largest force on an atom, the calculation gives 0.045 hartree/bohr. The calculation puts the HOMO-LUMO gap at 8.880 eV.

Charges per atom according to Löwdin partitioning, unit e:
1 C 0.00
2 C -0.59
3 O 0.04
4 N 0.14
5 H 0.08
6 H 0.08
7 H 0.10
8 H 0.09
9 H 0.06
10 C -0.06
11 C -0.32
12 C 0.00
13 C -0.03
14 C -0.06
15 C -0.05
16 C -0.30
17 O 0.04
18 H 0.10
19 H 0.11
20 H 0.11
21 H 0.11
22 H 0.12
23 H 0.07
24 H 0.08
25 H 0.08